Record 1
Density functional theory data (wB97M-V/def2-TZVPD) for a cluster of 2 separate species, CH6NO2 in total.

The calculation puts the LUMO energy at -4.52 eV. The value obtained for the HOMO energy is -17.321 eV. The charge is +1.

CARTESIAN COORDINATES (ANGSTROEM)
C 1.062 0.227 -0.673
O 0.843 1.047 0.288
H 1.686 0.696 -1.440
O -1.560 0.476 0.589
H 0.788 -1.788 -1.205
H 0.461 -1.335 0.381
H 0.083 0.660 0.860
N 0.872 -1.063 -0.506
H -2.264 -0.176 0.725
H -1.971 1.257 0.982

Forces on atoms 1 to 6 (eV/Å):
1.76 -0.02 0.98
-1.11 -0.75 0.30
-0.61 -0.67 -0.54
-0.79 -0.16 0.49
0.54 0.35 -0.50
0.01 -0.04 -0.04

---

Record 2
Density functional theory data (wB97M-V/def2-TZVPD) for the molecule C5H9NO.

The calculation puts the LUMO energy at 0.95 eV. The structure (SMILES) is CC1(C)COC=N1. The value obtained for the HOMO energy is -9.630 eV. The charge is 0.

CARTESIAN COORDINATES (ANGSTROEM)
H 1.518 0.772 1.428
H 1.749 -0.319 -1.562
C 0.183 0.021 -0.119
C 0.836 1.162 0.664
C -0.821 -0.765 0.754
O -2.097 -0.181 0.430
H -0.658 -0.667 1.830
H 0.783 -1.763 -1.211
H 1.984 -1.191 -0.032
C -1.871 0.503 -0.716
H -2.764 0.910 -1.182
C 1.237 -0.870 -0.767
N -0.689 0.635 -1.146
H -0.862 -1.828 0.485
H 0.072 1.772 1.159
H 1.402 1.808 -0.014

Forces on atoms 1 to 6 (eV/Å):
-0.10 0.03 -0.11
-0.05 -0.05 0.13
0.17 -0.08 0.10
0.04 0.05 0.06
0.18 -0.12 0.07
-0.05 0.05 -0.04

---

Record 3
Density functional theory data (wB97M-V/def2-TZVPD) for the molecule C5H4N2O2.

The calculation puts the LUMO energy at 0.27 eV. The structure (SMILES) is C1=NO[C@@H]2[C@@H]3C=NO[C@@]123. The value obtained for the HOMO energy is -9.148 eV. The charge is 0.

CARTESIAN COORDINATES (ANGSTROEM)
H -0.357 3.025 -0.047
C 0.870 -1.468 -0.434
N -0.483 1.610 -1.184
H 1.932 -1.968 -0.734
O -0.029 0.296 -1.359
H 0.501 0.914 1.666
N -0.245 -2.150 -0.731
C -0.619 -0.611 0.747
C 0.577 -0.027 -0.047
O -1.339 -1.110 -0.274
C -0.225 0.809 0.857
C -0.415 1.944 -0.025
H -0.167 -1.263 1.565

Forces on atoms 1 to 6 (eV/Å):
-0.60 0.16 1.80
0.81 -2.85 -1.71
0.54 -2.19 -6.94
-2.86 1.24 0.84
0.68 2.84 0.76
-1.27 0.64 0.96

---

Record 4
Density functional theory data (wB97M-V/def2-TZVPD) for a cluster of 2 separate species, C11H12NO2 in total.

The calculation puts the LUMO energy (alpha / beta) at -0.20 / -3.08 eV. Its multiplicity is 2. The value obtained for the HOMO energy (alpha / beta) is -8.706 / -8.684 eV. The charge is 0.

CARTESIAN COORDINATES (ANGSTROEM)
H 2.037 -0.009 -2.826
H 2.682 2.812 0.402
C 2.599 1.385 -1.200
H -1.570 -1.584 4.449
O -0.957 0.513 2.236
H 0.491 -2.463 -1.908
H -0.479 -2.169 3.061
C 0.662 2.224 -0.003
C -0.838 -1.340 3.699
N -1.425 0.829 -0.303
H -1.448 0.756 0.927
C 2.015 2.326 -0.321
C -1.671 -0.352 -0.909
C -0.127 1.219 -0.535
C 1.840 0.527 -1.929
C -0.141 -1.822 -2.466
H -2.629 -0.825 -1.036
H 0.055 3.110 0.263
C -1.599 -0.541 2.622
H -0.158 -0.770 4.328
C -0.491 -0.633 -1.674
C 0.503 0.382 -1.491
H -0.917 -2.460 -2.831
O -2.635 -1.037 2.207
H 0.547 -1.529 -3.309
H 3.655 1.451 -1.453

Forces on atoms 1 to 6 (eV/Å):
1.18 -0.42 -0.30
-0.33 0.73 -0.86
1.13 1.30 -0.42
-0.56 -1.10 -0.07
-1.24 0.36 -2.21
0.71 -0.72 1.03

---

Record 5
Density functional theory data (wB97M-V/def2-TZVPD) for a structure of composition C8H22N4O5SZn.

The calculation puts the LUMO energy at -0.08 eV. The value obtained for the HOMO energy is -8.356 eV. The charge is 0.

CARTESIAN COORDINATES (ANGSTROEM)
H 0.952 0.240 2.351
N 2.476 -1.464 -2.220
O -1.675 -1.003 -0.620
C 3.270 -2.575 -2.713
N -0.903 1.931 -0.854
C 1.499 -2.787 -0.419
C -1.573 1.267 2.910
H -2.244 1.877 3.525
C -0.164 1.871 2.915
H 0.236 1.845 3.932
H 3.650 -3.182 -1.896
H 4.128 -2.179 -3.254
H -1.982 3.197 1.252
H -2.708 0.345 1.481
H -3.608 2.514 1.109
C -2.550 2.332 0.895
H 1.437 -2.628 0.653
Zn -0.493 0.150 0.380
H -1.520 0.259 3.323
H -2.876 1.287 -0.942
H 2.751 -0.471 -4.034
H -0.207 2.914 2.596
O 1.243 -0.394 -0.717
H 3.282 0.450 -2.607
H -0.372 2.776 -0.678
H 1.537 1.658 1.759
S -1.912 -1.860 0.627
H 0.500 -3.146 -0.682
O -3.154 -1.423 1.264
H 2.698 -3.222 -3.382
O -1.863 -3.262 0.295
H -2.706 3.055 -1.146
N 0.690 1.143 1.962
H -0.754 1.641 -1.813
N -2.042 1.130 1.537
C 1.719 -1.487 -1.104
H 1.560 0.262 -2.937
O -0.737 -1.453 1.524
C -2.337 2.176 -0.611
H 2.225 -3.555 -0.660
C 2.524 -0.234 -2.997

Forces on atoms 1 to 6 (eV/Å):
0.10 0.07 0.06
-0.01 0.02 -0.11
-0.58 -0.65 -0.29
-0.07 -0.18 -0.01
-0.18 0.00 -0.22
-0.45 -0.02 0.36

---

Record 6
Density functional theory data (wB97M-V/def2-TZVPD) for a cluster of 3 separate species, C4H11NO2 in total.

The calculation puts the LUMO energy at 0.46 eV. The structure (SMILES) is C=N/C=C/C.O.O. The value obtained for the HOMO energy is -8.706 eV. The charge is 0.

CARTESIAN COORDINATES (ANGSTROEM)
H -1.506 -0.497 0.239
H 0.276 -1.535 -2.020
N 0.445 0.433 1.649
H -0.452 -2.772 -0.964
H -2.861 -0.092 1.518
H 1.530 -0.663 0.189
C -0.529 -1.747 -1.324
C 0.524 -0.404 0.497
C -0.556 -0.869 -0.112
H -1.459 -1.723 -1.886
H 2.678 -0.065 -2.465
H 0.589 2.363 2.318
O -3.026 0.755 1.928
H -2.209 1.249 2.001
H 0.989 2.149 0.567
C 0.680 1.659 1.492
O 2.157 0.495 -1.881
H 2.729 1.265 -1.747

Forces on atoms 1 to 6 (eV/Å):
-0.16 -0.17 0.00
0.21 0.07 0.12
-0.20 0.06 -0.26
0.20 -0.28 -0.25
0.40 -0.07 0.03
-0.03 -0.05 -0.02

---

Record 7
Density functional theory data (wB97M-V/def2-TZVPD) for the molecule C3H3ClO2.

The calculation puts the LUMO energy (alpha / beta) at 0.55 / 0.55 eV. The structure (SMILES) is C[C@]12O[C@@]1(Cl)O2. The value obtained for the HOMO energy (alpha / beta) is -8.180 / -8.180 eV. The charge is 0.

CARTESIAN COORDINATES (ANGSTROEM)
O 0.857 0.801 0.594
O 0.752 -1.042 -0.196
C 1.786 -0.179 0.203
H -1.049 1.004 -1.146
C -1.259 0.190 -0.493
C 0.014 -0.042 0.094
H -1.897 -0.500 -1.028
H -1.831 0.527 0.341
Cl 2.626 -0.759 1.630

Forces on atoms 1 to 6 (eV/Å):
-1.37 0.14 0.08
0.33 -0.70 0.55
4.71 -0.10 -0.27
-0.42 1.11 -0.72
-1.42 1.35 0.19
-1.72 -1.44 -0.41

---

Record 8
Density functional theory data (wB97M-V/def2-TZVPD) for a cluster of 2 separate species, C2H4ClFO2 in total.

The calculation puts the LUMO energy at 0.66 eV. The structure (SMILES) is COC(=O)Cl.F. The value obtained for the HOMO energy is -11.087 eV. The charge is 0.

CARTESIAN COORDINATES (ANGSTROEM)
O 0.163 -1.266 0.389
H -1.024 2.126 -0.607
Cl -2.204 -1.644 1.174
H 1.134 0.494 0.411
H 1.123 -0.248 -1.120
H 2.266 -0.908 0.084
C -0.981 -0.770 0.289
O -1.371 0.140 -0.401
F -0.336 2.519 -0.058
C 1.231 -0.443 -0.161

Forces on atoms 1 to 6 (eV/Å):
3.17 -1.41 0.30
1.34 0.41 1.19
0.15 -0.43 0.47
0.41 -0.18 -0.47
-0.70 0.55 -4.61
-2.17 0.43 -0.42

---

For the records above, the corresponding largest force on an atom values read 2.01 0.41 7.30 3.60 2.33 0.98 4.72 6.18 eV Å⁻¹.